Below is 5 unconnected molecules or ions with the total composition C41H77F6NO17S, with properties calculated with ωB97M-V with the def2-TZVPD basis set.

Structure (XYZ):
```
143
Properties=species:S:1:pos:R:3:forces:R:3:lowdin_charge:R:1
H -6.592 -3.639 -0.469 0.057 0.073 -0.106 0.088
C -1.619 -6.825 -1.799 0.087 -0.277 -0.429 -0.001
H -0.088 -0.737 -3.257 -0.032 -0.032 0.000 0.095
H 4.828 6.067 -2.584 -0.001 -0.009 0.017 0.119
O 2.432 7.725 -4.165 -0.006 0.084 0.180 -0.194
C -2.445 -2.263 6.653 -0.034 0.124 0.106 -0.209
H 0.465 -5.782 2.152 0.059 -0.010 0.029 0.106
H 8.837 6.106 1.712 0.033 0.003 -0.101 0.123
C -0.909 -7.286 1.505 0.027 -0.291 -0.049 -0.089
H 1.149 2.345 2.975 0.051 0.030 0.000 0.088
H -6.842 -6.203 -0.179 -0.058 -0.064 -0.100 0.148
O -4.856 -6.544 -0.459 0.030 0.166 0.203 -0.165
C 1.336 6.161 -0.764 -0.137 0.006 -0.092 -0.208
C 2.326 1.769 0.692 -0.083 0.098 -0.042 -0.208
C -4.423 -1.844 7.841 0.035 0.066 0.046 -0.113
N -5.735 -8.491 -2.520 -0.052 -0.047 -0.119 0.046
O 1.984 -0.639 0.328 -0.017 0.015 0.043 -0.120
H -4.813 -7.943 -4.336 0.059 0.059 -0.013 0.110
C -3.207 -6.600 1.303 -0.090 -0.236 0.096 -0.211
H 0.165 -0.010 1.123 -0.030 0.053 -0.067 0.116
F -2.613 -7.851 -3.645 -0.149 -0.074 0.072 0.017
O 10.235 7.127 -0.228 -0.158 0.110 -0.026 -0.196
H -3.942 0.490 2.812 0.047 -0.024 -0.090 0.131
C 2.349 0.597 -0.261 0.095 0.001 -0.106 -0.182
H -0.315 4.133 -0.984 0.022 -0.045 0.034 0.094
F -3.196 -4.547 -1.104 0.074 0.042 -0.536 0.107
C 0.601 -0.847 0.573 -0.014 -0.096 0.065 -0.181
H 2.787 1.477 1.643 0.028 -0.027 -0.007 0.130
H 1.750 7.964 -1.873 -0.034 -0.102 -0.063 0.124
C 3.766 7.429 -3.795 -0.099 -0.031 -0.125 -0.205
H -0.158 -8.056 1.396 0.086 -0.006 0.034 0.109
H -0.170 3.249 2.198 0.039 0.037 -0.041 0.078
H -6.490 -7.474 -4.193 -0.024 0.034 -0.043 0.132
C -2.919 -7.054 -2.548 0.352 0.350 0.338 -0.253
H 11.024 7.411 -2.067 0.007 -0.014 0.001 0.087
H -1.259 -7.807 -1.492 -0.043 0.002 0.010 0.093
C 7.170 7.553 0.239 -0.058 0.094 -0.040 -0.175
O -2.365 -2.135 4.197 0.016 -0.050 -0.069 -0.143
H -5.547 -8.066 -1.621 -0.014 0.014 -0.033 0.044
H 10.202 8.750 1.056 -0.009 0.013 0.021 0.127
H -4.878 -3.939 -0.027 -0.202 0.181 -0.187 0.061
H 11.088 7.314 1.633 0.009 0.090 0.038 0.128
C 2.198 7.361 -1.081 0.014 0.052 0.114 -0.174
C -4.615 -6.921 0.905 -0.127 -0.159 -0.117 -0.117
C -5.553 -7.561 -3.641 0.057 -0.380 0.353 -0.187
O 3.547 7.029 -1.377 0.021 0.024 -0.090 -0.146
H 12.097 7.896 -0.737 0.001 0.027 -0.001 0.087
H 1.360 3.594 -1.239 -0.030 -0.039 0.059 0.069
H -2.495 -8.564 0.841 -0.005 -0.037 0.015 0.121
C 6.422 6.243 0.244 0.140 -0.141 -0.099 -0.195
H -4.777 -7.999 0.975 -0.040 -0.044 0.038 0.131
H -2.468 2.628 3.288 0.013 0.007 -0.041 0.093
C -5.249 -6.113 -3.212 -0.468 0.574 -0.360 -0.289
H 2.252 7.974 -0.179 0.019 0.010 -0.008 0.128
F -1.930 -4.260 -2.869 -0.336 -0.098 0.213 0.138
H -5.341 -6.435 1.555 0.027 0.071 0.064 0.127
H 1.274 9.091 -5.102 -0.005 -0.012 -0.009 0.088
C -3.714 -5.794 -3.089 0.215 -0.390 -0.857 -0.151
O -3.319 -5.673 -4.485 0.277 0.262 0.412 -0.124
H -1.740 -6.223 -0.908 0.043 0.094 -0.104 0.064
H 3.142 5.601 -2.838 -0.082 0.069 -0.054 0.126
H -1.002 1.654 3.578 -0.114 -0.024 0.015 0.063
H 3.383 0.462 -0.586 -0.004 -0.015 -0.004 0.130
C -0.565 -6.019 1.927 0.296 0.208 0.085 -0.077
C -1.538 -5.043 2.061 -0.225 0.249 -0.020 -0.060
C -0.889 -0.225 -2.711 -0.029 0.068 0.069 -0.095
O -2.743 0.913 4.429 0.136 -0.102 0.037 -0.188
H -3.615 -4.575 1.873 -0.020 0.018 -0.006 0.109
H 0.561 -1.731 1.212 0.001 0.001 0.015 0.124
H -1.302 -4.041 2.395 0.118 -0.018 0.088 0.098
H 0.443 6.494 -0.215 0.046 -0.025 0.084 0.130
C 3.805 6.448 -2.647 0.056 -0.052 0.011 -0.182
H 4.291 8.346 -3.501 0.026 -0.005 0.016 0.129
O 7.317 5.147 0.107 0.042 0.053 0.216 -0.192
H -5.153 -1.060 8.028 0.009 0.013 0.012 0.088
F -3.529 -2.625 -3.980 -0.345 -0.194 0.674 0.181
H 5.848 3.690 -0.079 -0.015 -0.003 0.027 0.082
C 11.057 7.880 -1.086 0.048 -0.073 0.002 -0.117
F -5.234 -3.088 -2.695 0.522 0.068 -0.091 0.173
H -4.933 -2.704 7.390 0.020 -0.022 0.025 0.088
C 0.536 4.166 -1.673 -0.065 0.074 -0.145 -0.092
C -3.215 -4.451 -2.458 0.141 -0.032 0.126 -0.303
H -1.402 -0.797 5.468 -0.098 0.032 0.053 0.124
H 1.742 0.810 -1.143 -0.059 0.057 0.050 0.122
O -4.686 -6.576 -6.296 0.008 0.085 0.059 -0.202
C -2.225 -7.575 1.193 -0.183 -0.077 0.110 -0.067
H -1.154 -1.622 -0.363 0.030 -0.098 -0.026 0.121
H -3.600 -7.615 -1.922 0.038 0.054 -0.075 0.116
H 2.673 9.783 -4.252 0.026 -0.001 -0.022 0.088
H -3.983 -2.155 8.796 -0.013 -0.026 -0.004 0.088
H 6.442 3.977 1.579 -0.037 0.000 -0.012 0.088
C -1.689 -1.849 5.412 0.115 -0.041 -0.017 -0.180
H 9.118 7.402 2.883 -0.011 -0.012 0.006 0.127
F -3.444 -2.206 -1.839 -0.353 -0.250 -0.514 0.144
H -1.791 -0.840 -2.731 0.031 -0.007 -0.117 0.063
H 7.893 7.579 -0.580 0.022 -0.097 0.011 0.124
H -0.872 -6.407 -2.468 0.034 0.178 0.030 0.097
O 7.781 7.884 1.477 -0.002 0.025 -0.002 -0.125
O -4.355 -4.152 -6.141 0.007 0.002 0.044 -0.199
C -1.945 1.999 4.018 -0.059 -0.053 0.036 -0.111
H 1.906 5.478 -0.119 0.001 0.019 0.035 0.121
C -5.989 -5.714 -0.665 -0.457 0.090 0.147 -0.341
H -3.962 -1.833 3.030 0.000 -0.018 0.003 0.121
C -5.890 -4.331 -0.011 0.117 -0.260 0.464 -0.025
H 5.854 6.153 1.179 -0.014 0.020 0.005 0.133
H 2.917 2.589 0.257 0.061 -0.011 0.076 0.117
C -3.088 0.060 3.354 -0.064 0.125 0.068 -0.200
H -1.725 2.595 4.902 -0.007 0.019 0.020 0.095
O -5.608 -5.278 -4.391 -0.127 -0.177 0.416 -0.156
C 6.733 3.936 0.522 0.020 -0.014 -0.099 -0.117
O 0.999 2.217 0.911 0.007 -0.188 0.174 -0.211
H 0.247 3.708 -2.617 -0.027 0.032 -0.009 0.091
H 5.716 6.236 -0.591 -0.136 0.031 0.074 0.097
O -3.448 -1.317 6.972 -0.084 -0.071 -0.155 -0.196
C 10.197 7.653 1.086 0.084 -0.106 -0.078 -0.210
C -6.308 -5.694 -2.170 -0.059 -0.029 0.226 -0.028
H 4.288 6.988 -4.656 0.081 0.055 0.021 0.130
H -5.120 -9.285 -2.618 0.007 -0.050 -0.012 0.079
H 10.699 8.913 -1.174 0.028 0.006 0.019 0.088
H 0.344 -1.842 -1.304 0.005 -0.029 0.022 0.132
H -2.245 -0.033 2.657 0.006 -0.021 -0.035 0.123
H -1.737 -2.334 7.491 0.001 -0.100 -0.008 0.129
H -6.698 -4.721 -2.444 0.149 0.080 -0.014 0.116
H 6.435 8.342 0.069 0.007 0.010 -0.001 0.129
S -4.507 -5.408 -5.506 -0.008 -0.074 -0.384 0.604
H -4.181 -1.241 4.681 0.053 0.097 0.043 0.125
O -0.502 0.046 -1.379 0.207 -0.026 -0.036 -0.193
C -2.856 -5.339 1.757 0.006 0.147 0.058 -0.037
C -3.470 -1.313 3.856 -0.071 -0.048 -0.061 -0.179
H -0.777 -2.447 5.371 0.004 0.003 -0.018 0.128
C -0.211 -1.144 -0.665 -0.135 0.129 -0.022 -0.203
H 7.476 3.151 0.392 -0.002 -0.005 -0.019 0.088
C 8.963 7.186 1.823 0.004 -0.032 0.105 -0.188
H 1.498 3.854 2.090 0.023 -0.011 0.021 0.089
H -6.179 -4.405 1.040 0.019 0.008 0.018 0.080
C -3.899 -3.072 -2.777 0.313 0.272 0.014 -0.495
H -1.095 0.725 -3.199 -0.005 0.020 0.036 0.088
H 2.900 8.922 -5.797 0.013 0.023 0.006 0.088
H -7.146 -6.376 -2.313 0.074 -0.084 -0.155 0.130
C 2.325 8.942 -4.864 -0.021 -0.055 -0.069 -0.114
H -2.893 -3.251 6.489 0.027 -0.021 -0.009 0.129
C 0.873 2.952 2.105 0.009 0.147 -0.125 -0.114
O 0.934 5.494 -1.943 0.143 -0.062 0.016 -0.188
```
Positions in Å, forces in eV/Å.

Summary:
Structure (SMILES) = C[C@H](F)[C@@]1(C(F)(F)C(F)(F)F)OS(=O)(=O)O[C@]1(CN)C[C@H](C)OCc1ccccc1.COCCOCCOC.COCCOCCOC.COCCOCCOC.COCCOCCOC
Calculated total energy = -107195.8033 eV

=====

Below is 2 unconnected molecules or ions with the total composition C3H4ClNO, with properties calculated with ωB97M-V with the def2-TZVPD basis set.

Structure (XYZ):
```
10
Properties=species:S:1:pos:R:3:forces:R:3:lowdin_charge:R:1
C 0.813 0.000 -0.281 -0.952 2.222 1.195 -0.827
H 1.577 0.019 -1.063 0.712 -0.546 0.612 0.131
Cl 1.127 1.433 0.903 0.294 -0.458 -0.766 0.545
H -0.712 -0.520 -1.680 0.362 1.604 0.358 0.105
H -0.150 1.385 -1.499 -0.965 -1.884 0.124 0.099
N -1.205 -1.079 2.691 -0.760 -0.072 0.788 0.106
C -0.435 0.373 -1.021 -2.336 0.581 0.663 -0.154
C -0.506 -1.063 1.790 4.393 0.093 -4.467 -0.058
O 0.880 -1.123 0.455 -3.219 -1.000 3.034 -0.075
H -1.389 0.576 -0.294 2.471 -0.539 -1.539 0.128
```
Positions in Å, forces in eV/Å.

Summary:
Relative energy (zero: lowest compared OMol25 entry of this formula, charge and spin) = 459.3 kJ/mol
Calculated total energy = -19231.0143 eV

=====

| no. | orbital gap (eV) | HOMO level (eV) |
| --- | --- | --- |
| 1 | 9.539 | -9.12 |
| 2 | 8.669 | -11.27 |